(1)
234
Properties=species:S:1:pos:R:3:forces:R:3 method="wB97M-V/def2-TZVPD" de_lowest_kcal_mol=0.00 e_homo_ev="-7.87 / -9.02" lumo_ev="0.464 / 0.070" gap_ha="0.3062 / 0.3340" s_squared=12.026 spin_multiplicity=7
O -24.16201 -4.56274 23.36687 -1.014 -1.035 1.015
O -26.90145 1.57863 23.36224 2.105 1.297 1.214
O -20.15517 -0.83763 21.96650 1.462 -0.883 0.474
O -20.70426 3.89822 18.53936 -0.355 -1.263 -1.074
O -17.81632 -4.14039 16.63730 -1.952 0.458 0.008
O -30.76706 0.29650 19.39340 0.267 -0.412 1.285
N -26.15562 2.10892 24.33011 -3.011 -0.942 -1.937
N -19.13410 -4.14343 16.45106 4.052 0.401 0.608
N -19.26656 -1.57313 22.59793 -3.545 2.258 0.394
N -30.52323 -0.56730 20.34189 -0.816 1.981 -1.084
N -21.17608 2.78972 18.00197 1.444 1.533 2.645
N -25.09481 -5.06938 24.15568 1.984 2.590 -2.285
C -21.93346 0.12552 17.46785 -2.161 -0.075 1.456
C -26.55882 0.25048 16.27101 0.414 0.531 0.303
C -19.41875 -4.68904 15.06630 -1.449 0.161 2.730
C -19.82575 -3.92226 22.62896 -0.313 2.159 0.289
C -24.61200 -3.31080 20.31102 0.574 0.007 0.906
C -30.07335 -2.93418 20.89330 -0.245 0.176 -1.649
C -27.01394 -6.39906 17.93317 1.346 3.305 -0.286
C -26.77178 -0.05113 20.62728 0.025 0.250 0.370
C -25.59371 -6.35207 23.70907 0.847 -0.484 -0.299
C -26.43791 -6.38551 22.45623 -0.105 2.219 -1.233
C -22.89628 -5.18348 20.56790 -0.496 0.399 -0.421
C -19.89605 -2.58168 23.56839 1.630 -1.943 -1.771
C -17.12132 -2.14787 23.39141 -1.054 -0.694 -0.348
C -24.27230 3.18431 25.35739 2.019 0.615 -1.937
C -27.37506 -5.90499 25.46808 -0.518 -1.130 1.051
C -23.23081 3.63171 18.67217 -1.068 0.546 0.462
C -20.98609 -4.70271 14.93226 2.322 1.425 0.535
C -26.83811 1.92208 25.64047 1.297 -2.290 -0.020
C -26.59021 -4.70088 25.93984 0.190 0.684 0.099
C -24.64854 -3.21659 16.27479 -0.098 1.110 -1.560
C -19.15922 2.60632 16.69887 0.511 1.012 1.075
C -19.06666 -2.66837 24.86749 0.212 -0.253 -0.622
C -17.71106 -2.00820 24.78382 0.994 1.078 -0.076
C -23.25397 -9.77340 18.79815 -1.246 -0.701 0.496
C -24.35366 -7.20231 23.58626 0.297 -1.040 -2.125
C -26.90866 1.33478 15.26001 0.040 -0.130 -0.638
C -25.40476 -1.93479 16.74356 0.277 -1.516 -0.695
C -28.20474 2.44841 25.52757 -1.497 2.319 0.498
C -19.28637 1.21317 18.82562 0.057 0.854 -0.544
C -23.10081 -3.63677 20.60703 -0.661 -0.019 -0.158
C -24.06365 1.13882 23.68915 -0.336 -0.772 0.754
C -32.23120 -0.01264 22.09507 0.432 2.616 0.470
C -27.52417 -4.86288 18.08969 1.099 -1.112 -0.754
C -26.39564 -6.93869 24.78157 -2.378 -0.462 2.707
C -30.41311 -2.59548 22.31051 -2.044 0.369 -0.731
C -25.74573 -0.88694 15.67849 1.259 -0.040 -0.245
C -26.03485 2.59392 26.76014 -1.936 -0.501 0.923
C -21.64343 -5.15176 16.24093 -0.818 -0.042 -2.186
C -19.86964 -4.19531 17.77222 -1.880 -1.432 -3.943
C -22.44903 2.34563 18.71665 1.617 1.096 -1.761
C -30.76938 -1.93464 19.88630 0.156 -2.067 1.232
C -21.34842 -4.14018 17.27473 0.187 1.703 2.218
C -24.76181 2.49092 24.03994 0.573 -1.645 2.957
C -18.66915 -3.84218 14.06146 -1.857 -0.865 -1.047
C -19.44029 -3.07815 18.60869 0.606 2.167 -0.077
C -25.24470 -8.11540 18.34930 2.070 -0.989 0.166
C -24.91070 -1.83832 20.50448 -0.401 0.391 -0.981
C -20.83737 0.82731 16.77968 0.999 -0.124 -0.840
C -22.09896 1.96471 20.12951 -0.077 -1.425 0.245
C -30.13088 -2.01658 18.50376 0.093 -0.565 -1.233
C -26.39525 -1.44072 20.21507 1.553 -1.120 1.775
C -24.86335 -3.03485 25.45573 0.358 0.534 -1.189
C -17.55553 0.26925 22.73148 -0.963 0.418 1.875
C -29.96772 -1.22195 22.62375 0.866 2.730 -0.326
C -32.27498 -2.30362 19.74693 -0.152 0.289 -0.045
C -17.86648 -1.17758 22.43279 0.863 -1.929 0.631
C -25.61632 -6.67772 18.54408 -0.957 0.694 0.130
C -28.05077 0.92899 14.31704 1.890 0.570 -1.234
C -27.01557 0.29436 25.87234 0.309 1.394 0.365
C -30.66270 -0.05444 21.76131 -2.027 -3.448 0.178
C -24.02918 -8.49372 19.24675 0.111 -0.465 0.605
C -30.10470 1.30580 21.83705 0.429 1.697 0.924
C -21.30488 -2.21928 23.92942 -0.481 0.949 -0.568
C -24.65507 3.49474 22.98802 -0.474 2.343 -2.258
C -17.60057 -1.54592 20.98677 0.575 0.470 0.106
C -24.53879 2.45139 26.60236 -1.582 -1.303 -0.108
C -26.77212 -3.31386 23.86477 1.122 -1.942 -1.324
C -25.83607 -4.00497 24.84001 -0.532 -0.144 0.355
C -23.02827 1.22156 17.86450 -0.522 -2.236 -0.290
C -19.66637 -5.44693 18.52166 1.857 -0.018 2.448
C -18.89802 -6.08161 15.16165 0.596 0.019 -0.975
C -20.09820 1.84534 17.67071 0.062 -0.092 -1.961
H -26.38887 3.63528 26.84025 0.660 0.061 -0.478
H -22.77219 4.44104 19.26544 -0.144 -0.653 -0.155
H -25.21482 -3.62689 15.41374 0.367 -0.364 0.561
H -26.91095 -6.54409 16.85648 -0.138 -0.213 -0.063
H -30.39800 1.89804 22.71266 -0.148 -0.700 0.358
H -22.99909 1.05255 23.91046 0.036 0.429 0.200
H -21.49681 -3.11477 16.90547 -0.182 -0.153 -0.109
H -23.99140 0.76829 18.26669 1.312 0.442 0.134
H -27.09909 -2.37018 24.19151 -0.818 1.062 0.594
H -18.61055 3.45292 17.19044 -0.186 -1.120 -0.155
H -30.37031 -3.97224 20.65454 0.094 0.457 -0.120
H -24.92109 -3.53620 19.29610 0.122 -0.622 -0.276
H -23.70429 -2.82640 15.84062 -0.222 -0.462 0.157
H -17.82310 -5.96049 15.24628 0.195 -0.570 -0.349
H -24.96712 -8.38275 17.31225 -0.131 0.624 0.119
H -28.15594 1.64585 13.49629 -0.114 0.134 0.212
H -24.00521 -10.52061 18.44185 0.486 0.534 -0.074
H -19.21654 -6.57909 16.04629 -0.475 -0.516 0.544
H -18.36841 0.86242 18.33466 -0.286 -0.480 0.344
H -24.23630 -2.56455 24.69415 -0.529 0.386 -0.150
H -22.72476 -5.18477 15.97896 0.553 -0.429 0.715
H -21.44678 2.65635 20.67739 -0.287 -0.062 -0.421
H -21.22761 -6.09243 16.53894 -0.383 -0.868 0.143
H -23.35215 4.04263 17.65718 -0.097 -0.453 0.281
H -27.57111 0.12922 26.83361 0.873 0.153 -0.602
H -22.37293 -0.63776 16.79167 -0.049 0.439 0.397
H -32.69771 0.96414 21.77161 0.748 -0.874 -0.491
H -23.59744 3.82133 22.72945 -1.217 -0.612 0.513
H -31.53393 -2.62062 22.45751 0.972 -0.318 -0.116
H -17.27086 -3.23366 23.14945 0.233 1.002 -0.431
H -20.19925 -5.19128 19.43734 -0.224 -0.573 0.380
H -28.23484 3.51841 25.20943 0.348 -0.524 0.260
H -27.92334 -4.61637 19.05242 -0.458 -0.231 0.691
H -16.58446 -1.40489 20.61825 0.177 -0.011 0.357
H -18.25175 -0.98191 20.33731 -0.339 0.007 -0.185
H -26.00154 -5.90567 21.53630 0.242 -1.219 0.803
H -20.34042 -3.72603 21.66296 0.721 0.354 0.361
H -20.28953 -2.68495 19.14888 -0.297 0.188 0.382
H -23.20631 3.43060 25.25766 0.081 -0.507 -0.279
H -24.02292 -7.26352 22.54310 -0.082 -0.044 0.073
H -32.88006 -0.77734 21.69940 0.286 -0.340 0.221
H -23.03193 1.81546 20.63790 -0.637 0.320 0.628
H -21.25997 -3.65408 14.85920 -0.273 0.271 -0.575
H -24.28072 1.37088 26.45508 -0.014 0.783 0.396
H -18.59540 -5.46580 18.86502 -0.811 -0.391 -0.567
H -30.51262 1.90314 21.05978 -0.472 0.268 -1.027
H -20.42018 -4.70423 23.00381 -0.491 -1.229 1.118
H -19.07014 -2.27823 17.93583 -0.119 -0.204 0.604
H -29.98348 -3.28290 22.98839 0.489 -0.839 0.817
H -27.26170 -5.68714 22.56444 -0.596 -0.195 0.410
H -18.65801 -3.31954 19.33090 -0.124 -0.090 -0.382
H -19.83166 0.45729 19.37700 0.154 -0.385 -0.137
H -21.99558 -4.21986 18.17331 0.251 -0.097 -0.557
H -24.82918 -6.07049 18.08589 -0.256 0.169 -0.336
H -26.92547 -2.17978 20.82991 -0.480 0.172 -0.162
H -21.15183 -5.18032 13.98950 -0.850 -0.691 -0.312
H -28.90271 -1.10756 22.31673 -0.308 -0.161 0.696
H -18.94693 1.94839 19.56083 -0.240 0.219 -0.183
H -26.59839 -1.66387 19.20216 -0.351 -0.106 -1.142
H -26.63369 0.10425 21.68856 0.118 -0.096 0.336
H -21.19785 1.38877 15.89929 -0.207 -0.075 0.389
H -25.22553 -3.90564 21.03463 0.337 0.301 -0.659
H -22.85877 -5.45748 19.48191 0.258 -0.264 1.007
H -24.14879 1.01973 22.62475 -0.202 -0.315 -0.572
H -25.98720 1.51653 14.67012 -0.456 -0.090 -0.026
H -26.15311 -3.16170 22.96413 -0.513 0.115 0.027
H -32.39134 -3.30948 19.30706 0.299 0.498 -0.122
H -24.75320 -1.59051 17.50409 0.433 1.242 0.904
H -27.78023 -6.28793 26.43927 0.283 -0.458 -0.882
H -18.79321 -3.67622 25.14481 -0.571 -0.715 -0.246
H -21.27308 -1.35466 24.61442 -0.279 0.228 -0.805
H -16.50293 0.46813 22.90193 0.340 -0.240 -0.590
H -27.72723 0.03286 13.81761 -0.005 -0.643 -0.306
H -22.04396 -5.61134 21.17255 -0.748 0.619 -0.857
H -32.93883 -2.32569 20.64540 0.914 0.236 -0.576
H -23.33316 1.50526 16.86238 -0.151 1.042 -0.059
H -30.73098 -1.41614 17.74808 0.907 -0.825 0.943
H -27.63350 -0.18810 25.09970 0.317 0.589 -0.050
H -32.36954 0.17350 23.17455 0.217 -0.907 -0.084
H -25.96518 0.75288 17.05692 -0.444 -0.492 0.100
H -17.65620 -0.94861 25.04820 -0.420 -0.076 0.219
H -18.50199 1.90600 16.20722 0.516 -0.233 0.110
H -23.50411 -6.85509 24.09901 0.805 0.797 0.969
H -24.24189 -1.27588 19.85555 0.129 0.248 -0.338
H -24.51358 -8.20832 23.92401 -0.366 -0.629 0.079
H -22.45692 -3.00639 19.94337 -0.333 -0.822 0.148
H -27.18949 -3.96517 26.48682 -0.175 -0.152 -0.134
H -18.00202 0.62899 23.70536 0.021 -0.420 -1.108
H -23.84673 -5.60870 20.97617 0.969 0.121 -0.254
H -32.59925 -1.52915 19.04809 -0.740 -0.272 0.020
H -24.06590 2.84430 27.46988 0.737 0.273 0.582
H -18.78169 -4.22062 22.50254 -0.394 -0.095 -0.170
H -24.68374 4.18769 25.31821 -0.585 0.115 0.475
H -25.25375 4.41029 23.26515 0.785 -0.720 -0.099
H -20.21683 0.05994 16.31838 0.761 0.085 0.263
H -19.14241 -4.15093 13.09085 0.594 0.693 0.449
H -21.58655 -0.42079 18.36609 -0.027 0.172 -0.381
H -28.27417 -4.71399 17.32412 -0.461 0.120 0.004
H -17.85899 -2.57775 21.00208 -0.007 -0.889 -0.793
H -28.31315 -5.70277 24.90165 0.904 0.206 -0.030
H -25.55644 -6.33357 19.60139 -0.285 -0.655 -0.453
H -26.35793 -1.29218 14.85271 0.564 -0.286 0.224
H -24.76024 -0.51477 15.26521 -1.040 -0.173 0.088
H -26.20074 0.73352 20.15394 0.396 0.176 -0.450
H -17.04026 -2.51119 25.44967 0.365 -0.230 0.696
H -16.07020 -1.96870 23.31833 0.746 0.264 0.238
H -19.67546 3.11486 15.90356 -0.769 0.008 -0.279
H -24.43868 -8.69767 20.27907 0.495 0.351 -0.849
H -25.76847 -4.96401 26.60968 -0.369 -0.662 0.430
H -27.09836 2.29573 15.71990 -0.292 0.117 0.422
H -21.84512 -2.93831 24.50648 0.262 -1.210 0.445
H -26.31278 -2.21626 17.22235 -0.853 -0.291 0.453
H -24.37303 -3.98215 17.02715 -0.572 0.587 -0.248
H -26.85833 -7.37574 22.34969 0.209 -0.201 -0.569
H -25.15652 3.16937 22.06544 0.364 -0.185 0.079
H -24.58041 -1.57297 21.48102 -0.129 0.458 1.185
H -24.18484 3.38152 19.12446 -0.573 0.316 -0.114
H -17.60788 -3.96120 13.99498 0.491 -0.411 0.291
H -26.02953 -8.81114 18.56252 -0.818 -0.286 0.378
H -26.95992 -7.84253 24.39841 0.743 0.914 0.649
H -29.04204 1.46511 21.76885 0.591 -0.670 -0.002
H -29.00348 -2.82638 20.66579 -0.015 -0.204 0.476
H -27.80620 0.17386 20.43875 -0.564 -0.021 -0.291
H -26.78318 -4.05289 17.91130 0.053 -1.007 -0.064
H -28.76402 1.95210 24.76356 -0.434 -0.614 -0.161
H -19.25206 -6.58256 14.27299 0.381 -0.709 -0.294
H -22.78055 -10.32056 19.63031 0.021 0.574 -0.083
H -25.68931 -7.22633 25.57990 -0.443 -0.265 -0.140
H -24.11373 -3.51208 26.03836 0.299 -0.664 1.081
H -27.77114 -7.05642 18.28510 -0.557 -0.622 0.508
H -23.34793 -7.62088 19.33379 -0.324 -0.555 -0.041
H -22.49823 -9.65151 18.02735 -0.098 0.324 -0.161
H -22.86974 -3.25924 21.59989 -0.182 -0.065 0.217
H -30.09931 -1.04925 23.70052 0.203 0.418 -0.256
H -29.00559 0.72919 14.70746 -1.128 -0.028 1.076
H -24.57631 0.23874 24.17385 0.622 1.331 -0.606
H -18.88583 -2.82708 14.30760 -0.182 0.919 -0.272
H -30.05692 -3.08752 18.15839 -0.264 0.958 0.391
H -21.92385 -2.11397 23.02994 0.198 0.664 0.350
H -25.44631 -2.31057 26.00871 0.173 0.251 0.283
H -29.08846 -1.63409 18.54104 -0.648 -0.067 -0.053
H -19.98479 -6.41664 18.20303 -0.244 -0.339 -0.654
H -28.71591 2.44287 26.51227 0.169 -0.343 -0.531
H -17.97033 0.83687 21.92516 -0.044 0.733 -0.339
H -27.55388 -4.06638 23.65291 -0.091 1.030 -0.145
H -21.69078 0.94437 20.16358 0.332 0.370 0.043
H -19.71067 -2.31094 25.65093 0.104 0.389 0.583
H -27.47137 -0.20864 16.66695 0.037 0.339 0.385
H -26.00880 -0.16200 25.84401 -0.581 0.020 0.393
H -26.48167 2.21706 27.69095 0.521 -0.457 0.037

=====

(2)
10
Properties=species:S:1:pos:R:3:forces:R:3 method="wB97M-V/def2-TZVPD" de_lowest_kcal_mol=43.47 e_homo_ev="-14.03 / -14.33" charge=+1 lumo_ev="-6.916 / -9.341" gap_ha="0.2613 / 0.1835" s_squared=1.700 spin_multiplicity=2
Tl 1.45101 -1.02217 0.03953 2.331 -6.083 -4.361
S -0.40425 0.77686 0.97493 -0.778 -0.063 -0.442
S 2.27614 1.55336 0.46674 0.755 0.186 -0.354
O -2.16670 -1.58995 -0.20619 -0.231 1.239 -1.370
O -1.46076 -0.46094 -2.00155 -0.250 -0.196 -0.744
O -0.04724 -0.70667 1.26338 -3.595 2.025 2.760
O 3.02565 0.18525 0.50797 1.505 2.767 1.022
O -1.63342 0.74918 -0.03463 -0.100 -1.648 -0.219
N 0.81685 1.13277 -0.13827 -0.398 1.346 0.868
C -1.85727 -0.61768 -0.87191 0.760 0.427 2.840

=====

(3)
60
Properties=species:S:1:pos:R:3:forces:R:3 method="wB97M-V/def2-TZVPD" de_lowest_kcal_mol=0.00 e_homo_ev="-11.42 / -11.44" charge=+1 lumo_ev="-3.301 / -5.866" gap_ha="0.2983 / 0.2048" s_squared=0.783 spin_multiplicity=2
Pb 2.16441 -1.38649 -0.80053 -0.146 0.297 -0.390
Sb 0.33743 -0.89294 -4.21586 -0.097 -0.257 -0.021
Cl -2.40314 4.45798 -0.05230 0.145 -0.055 -0.065
Cl -2.73640 -0.96259 0.03528 0.060 -0.118 -0.083
S 4.77583 -1.57345 0.34937 0.263 0.019 0.296
F 1.20986 -2.29806 -3.22989 -0.061 0.049 0.140
F -0.56389 0.46984 -5.14557 0.005 0.125 0.039
F -1.00756 -0.85648 -2.85520 -0.128 0.052 0.092
F 1.24197 0.35180 -3.07659 0.089 0.032 0.135
F -0.61355 -2.22482 -5.12185 0.038 0.043 -0.074
F 1.79530 -0.83912 -5.38084 -0.041 -0.032 -0.100
O 2.44553 0.90878 0.09142 -0.032 -0.097 0.032
O 0.38433 0.10823 0.15871 0.037 -0.057 -0.016
N 0.43504 -3.05101 0.11805 -0.041 0.064 0.039
N 2.15341 -1.85232 1.74162 0.031 -0.068 0.017
N 5.21997 -0.34994 2.63407 0.063 -0.022 -0.004
N -1.87481 1.58060 -1.11491 0.049 -0.010 -0.124
N 3.12613 -1.21417 2.44026 -0.035 -0.011 0.008
C -1.12912 2.50867 -3.14000 0.026 -0.046 -0.069
C -2.68939 2.96151 0.75811 0.007 0.000 -0.071
C -3.66510 1.86474 2.65783 -0.003 0.021 -0.015
C 0.14116 -3.01102 1.42268 0.047 0.016 0.032
C 4.34766 -1.01347 1.87175 -0.011 -0.040 -0.129
C 0.65755 2.49043 0.27959 0.017 -0.040 0.017
C -1.74202 -4.43808 1.07776 -0.003 0.008 0.042
C -0.94730 -3.69060 1.94039 -0.040 -0.020 0.017
C 0.72594 -2.05542 3.74511 -0.006 -0.009 -0.046
C 0.82528 3.86477 -3.23404 -0.020 -0.017 -0.028
C 0.21283 2.88662 -1.10210 0.010 0.120 0.016
C 1.20440 1.06353 0.19379 -0.021 0.064 -0.004
C -2.43230 1.71916 0.14661 0.002 -0.041 0.146
C -0.93803 2.34408 -1.74656 -0.039 -0.108 0.053
C -0.27242 3.28434 -3.87079 0.012 0.014 0.007
C -3.49339 0.63249 2.04691 -0.026 0.005 0.055
C -2.89783 0.56559 0.80560 0.109 0.013 -0.002
C -1.43554 -4.46950 -0.26725 -0.014 0.019 -0.025
C 1.07918 -2.25148 2.30206 -0.005 -0.006 0.021
C 1.06379 3.64276 -1.87788 0.007 0.007 0.023
C -0.33415 -3.74614 -0.71003 -0.033 0.039 -0.016
C -3.28117 3.02515 2.00614 -0.019 -0.026 0.059
H -1.17588 -3.65857 2.99594 0.006 -0.009 -0.014
H 6.13746 -0.18250 2.25735 0.002 -0.006 0.025
H 0.90680 -2.97110 4.31173 0.004 0.004 0.005
H -4.13453 1.92591 3.63008 0.006 -0.004 -0.006
H -3.83145 -0.27781 2.52132 0.004 -0.003 -0.012
H -2.03033 -5.03313 -0.97162 0.007 -0.001 -0.002
H -0.13543 2.52381 1.01981 -0.095 0.008 0.032
H -0.06530 -3.71338 -1.76016 0.009 -0.001 0.010
H -0.32910 -1.80366 3.83835 0.005 -0.003 0.003
H 2.96274 -0.93318 3.39556 -0.017 -0.004 -0.004
H -1.98738 2.04333 -3.60492 0.008 -0.041 -0.010
H 1.28549 -1.24909 4.21312 -0.014 0.007 0.024
H -0.43758 3.42486 -4.92900 0.011 -0.011 0.002
H -2.59068 -4.98692 1.46372 0.000 0.001 -0.007
H -3.46798 3.99472 2.44514 0.008 0.000 -0.006
H 1.96377 4.03662 -1.42438 0.007 0.002 -0.020
H 1.46741 3.14566 0.59050 -0.044 0.032 0.018
H -2.18026 0.76367 -1.64625 -0.076 0.062 -0.046
H 1.52399 4.46009 -3.80644 0.001 0.010 0.012
H 5.02836 -0.06328 3.57924 -0.026 0.034 -0.012